# 1
The following is a quantum chemistry calculation of C3H11N2OPS in the gas phase, from the Open Molecules 2025 dataset.

```
19
C3H11N2OPS (ωB97M-V/def2-TZVPD)
S 0.929 2.008 0.857
H 1.125 -2.014 1.815
H -1.520 1.981 -0.121
H 1.570 -0.758 3.008
H 0.839 -0.242 -1.908
C -1.926 1.362 -0.880
C 0.825 -0.955 2.164
H -2.141 -0.837 -1.168
H -3.029 1.427 -0.917
H -0.117 -0.920 2.703
H -1.343 1.338 -1.730
O -0.415 -0.537 -0.309
P 0.906 0.067 0.622
C -1.769 -0.144 -0.456
H -2.259 -0.157 0.532
N 1.902 -0.205 -1.693
H 2.130 0.852 -1.845
N 2.024 -0.645 -0.384
H 2.268 -1.621 -0.289
```

* relative energy (zero: lowest compared OMol25 entry of this formula, charge and spin): 35.96 kcal per mole
* energy: -28440.616 eV
* gap between HOMO and LUMO: 9.65 eV
* charge: 0
* E_HOMO: -8.89 eV
* SMILES string: CCO[P@](C)(=S)NN


# 2
The following is a quantum chemistry calculation of C17H35NO5P in the gas phase, from the Open Molecules 2025 dataset.

```
59
C17H35NO5P (ωB97M-V/def2-TZVPD)
H 6.784 -0.279 1.359
H -0.996 -2.176 -2.559
H 1.311 0.281 -2.149
C -3.469 0.413 0.379
H 0.135 1.709 -0.797
H -0.643 0.639 -2.661
H -3.080 -1.280 1.743
H -5.645 0.890 0.085
H 5.167 -0.975 1.350
C -2.218 1.309 0.666
C 5.364 0.836 0.166
H -4.758 2.003 1.147
C -1.976 -2.010 -2.058
H -2.448 1.873 1.601
C 1.735 0.795 0.476
H -2.774 -2.049 -2.824
H -2.130 2.076 -0.136
C -0.388 -2.133 2.937
N -3.378 -0.420 -0.849
H 5.484 0.513 2.397
C -4.680 1.409 0.202
H 5.096 0.119 -0.633
H -4.777 -1.098 1.195
C -1.998 -0.602 -1.338
H -1.145 -1.577 0.402
C 0.335 1.465 0.269
H 2.003 -1.892 -1.325
H -2.193 1.422 -2.212
O -4.197 -0.083 -1.779
H -0.157 1.024 2.751
O 4.395 1.873 0.402
H 1.734 -0.301 0.320
H 0.047 -2.989 2.373
C -0.849 0.550 0.764
H 3.697 -1.347 -1.222
H 1.998 0.950 1.548
H -4.483 2.158 -0.593
H 6.297 1.348 -0.165
H -0.108 -2.284 4.004
H 0.054 -0.909 -0.720
H 3.063 -1.996 -2.755
C -0.648 0.140 2.269
H -4.213 0.002 2.462
C -3.881 -0.541 1.554
P 3.008 1.732 -0.512
C 2.374 0.058 -2.396
O 2.465 3.139 -0.689
O 3.270 1.119 -2.046
H -2.122 -2.807 -1.298
H -2.181 0.111 -3.416
H -1.609 0.011 2.812
C 2.808 -1.362 -1.881
H 2.397 0.002 -3.507
C 5.709 -0.006 1.451
C -1.717 0.453 -2.467
O 0.248 -0.955 2.441
H -1.493 -2.114 2.881
H 0.287 2.440 0.803
C -0.911 -0.678 -0.222
```

* energy: -39211.366 eV
* spin multiplicity: 2
* gap between HOMO and LUMO (alpha / beta): 9.09 / 9.80 eV
* charge: 0
* E_HOMO (alpha / beta): -8.57 / -9.62 eV


# 3
The following is a quantum chemistry calculation of C3H3ClNO as an isolated structure, from the Open Molecules 2025 dataset.

```
9
C3H3ClNO (ωB97M-V/def2-TZVPD)
O -0.897 -0.317 1.834
C 0.761 0.565 -0.715
H 0.014 2.155 0.692
H -0.962 -0.631 -1.189
H 1.687 0.587 -1.338
Cl 0.231 -2.433 0.102
N -0.577 -0.060 0.692
C -0.363 -0.969 -0.416
C 0.105 1.102 0.338
```

* relative energy (zero: lowest compared OMol25 entry of this formula, charge and spin): 77.98 kcal per mole
* energy: -19206.011 eV
* gap between HOMO and LUMO (alpha / beta): 8.75 / 8.76 eV
* charge: +1
* E_HOMO (alpha / beta): -15.99 / -15.99 eV


# 4
The following is a quantum chemistry calculation of C13H26NO3P2Sm as an isolated structure, from the Open Molecules 2025 dataset.

```
46
C13H26NO3P2Sm (ωB97M-V/def2-TZVPD)
C -0.052 -2.750 -2.762
H 3.185 -3.241 1.162
H -0.132 -3.518 -3.534
O -0.559 2.415 1.658
C 2.593 -0.807 -0.846
H -2.196 -2.628 -2.392
N 0.117 -0.736 -0.849
H 0.466 4.782 -0.116
H -1.931 1.275 3.613
H -2.504 -1.526 0.431
C -1.404 0.602 2.906
H 2.753 0.287 -1.191
H -1.945 -0.357 2.872
O 0.076 4.035 -0.594
H -2.168 3.038 -0.822
H 4.981 -1.745 1.121
H -3.457 2.029 -1.520
H 2.395 2.340 -2.195
H 0.819 3.697 -1.094
C -1.093 -1.263 -1.183
C -4.126 0.919 1.004
H -4.179 1.743 1.729
C -2.435 2.015 -1.119
H 2.127 -2.648 -2.783
H -4.883 1.090 0.223
H -0.389 0.440 3.324
H 4.968 0.027 0.810
H -1.765 1.705 -1.935
C 1.245 -1.298 -1.372
H 3.447 -1.406 -1.210
H -3.222 -0.938 -1.073
Sm 0.915 1.223 0.262
H -4.361 -0.027 1.515
C 2.316 -2.610 1.395
C 4.495 -0.789 1.371
P 2.700 -0.858 1.046
C 1.192 -2.280 -2.362
O 1.939 1.999 -1.408
H 4.631 -0.590 2.443
H -0.755 3.051 0.923
C -1.320 1.179 1.563
P -2.479 0.879 0.270
H 2.081 -2.707 2.463
C -1.195 -2.257 -2.150
H 1.446 -2.964 0.822
C -2.336 -0.829 -0.415
```

* energy: -58004.082 eV
* spin multiplicity: 6
* gap between HOMO and LUMO (alpha / beta): 7.43 / 7.64 eV
* charge: +2
* E_HOMO (alpha / beta): -13.97 / -13.99 eV


# 5
The following is a quantum chemistry calculation of an isolated ion of composition C5H8F5N3P and charge +1, from the Open Molecules 2025 dataset.

```
22
C5H8F5N3P (ωB97M-V/def2-TZVPD)
H 1.210 -3.336 -1.518
C 1.108 1.574 -0.105
F 2.583 -1.689 0.550
C 0.399 -2.804 -0.984
H -2.944 -0.779 0.833
F 3.315 0.753 -0.265
H 0.302 -3.204 -0.059
C 1.598 -0.894 0.143
F 0.673 -0.891 1.267
C 1.984 0.538 -0.107
P -1.018 -0.037 -0.168
N -2.113 -0.236 1.066
H -0.484 3.233 0.898
C -1.086 2.602 0.343
F -2.104 0.337 -1.286
F 1.536 2.818 -0.118
N 0.942 -1.476 -0.931
H -1.338 2.967 -0.746
H -0.455 -2.838 -1.539
H -2.101 2.409 0.596
H -1.784 -0.487 1.996
N -0.223 1.439 0.133
```

* energy: -32650.443 eV
* spin multiplicity: 3
* gap between HOMO and LUMO (alpha / beta): 8.85 / 5.50 eV
* charge: +1
* E_HOMO (alpha / beta): -12.54 / -13.29 eV


# 6
The following is a quantum chemistry calculation of C45H34ClN5O8PReS2 as an isolated structure, from the Open Molecules 2025 dataset.

```
97
C45H34ClN5O8PReS2 (ωB97M-V/def2-TZVPD)
C 0.763 -1.584 2.712
C -0.388 2.107 1.879
H 4.584 1.505 -1.973
H -1.362 1.337 6.314
C -4.208 0.073 -0.797
C -5.383 0.359 -0.136
C 0.247 5.379 -2.742
N -3.232 0.987 -0.882
H 0.577 -0.474 -6.277
C -1.691 -1.118 0.517
C -2.234 -1.697 -4.846
C -0.981 -3.106 -0.848
O -0.617 0.877 1.644
C -2.716 -3.439 0.776
H 0.064 5.258 5.280
C -1.981 -5.268 -0.618
H 1.444 -0.880 -4.027
H -6.455 1.835 0.994
C 2.535 -2.695 -0.438
C -0.915 1.679 4.249
H 2.165 -2.257 0.475
C -0.129 3.887 3.661
H 5.253 -4.335 -1.607
O -2.553 -0.734 1.297
H -3.271 -1.913 -5.071
C 0.417 -1.134 -4.251
C 3.722 0.078 1.471
C -1.069 -4.436 -1.246
O 6.336 0.674 0.378
H 0.489 -2.003 1.757
Cl 4.822 -0.351 2.689
C 2.244 -3.274 -2.746
H -1.189 0.683 3.922
C -2.801 -4.768 0.395
H -0.428 -4.816 -2.033
C -1.012 2.047 5.576
C -0.076 -0.894 -5.523
O -2.114 0.669 -1.537
H 3.859 -4.347 -3.651
O 2.940 1.544 -2.574
H -3.994 -0.869 -1.277
C 3.783 -3.296 -0.438
C 3.992 0.542 0.199
N 1.774 0.160 0.432
H 1.023 6.124 -2.913
C 5.365 0.885 -0.302
O 1.022 0.572 -2.033
S 0.380 4.855 -1.011
C 2.708 0.593 -0.400
C 0.439 4.161 -3.624
C -0.111 3.197 -1.305
H 4.376 -3.299 0.468
H 0.249 4.437 1.892
C 1.696 -0.562 2.784
H -3.506 -5.427 0.886
H -2.059 -6.306 -0.914
S -0.582 2.832 -2.945
H -2.568 2.895 -0.516
C -0.213 4.248 5.006
C 3.493 -3.880 -2.746
C -1.402 -1.175 -5.824
H -0.729 5.833 -2.906
C -0.649 3.339 5.949
C -1.796 -2.602 0.150
H 1.476 3.827 -3.639
C -1.740 -1.942 -3.573
C 2.221 0.939 -1.776
H -0.713 3.641 6.987
H 1.651 -3.288 -3.651
H 2.664 0.885 4.044
N 2.383 -0.114 1.605
C -4.538 2.540 0.324
C -0.468 2.577 3.278
H -2.401 -2.339 -2.813
C 1.755 -2.662 -1.594
O 5.464 1.426 -1.503
C -5.551 1.600 0.449
C 0.144 -2.027 3.869
C -0.408 -1.675 -3.264
H 0.099 4.343 -4.643
H -0.596 -2.814 3.800
C 1.991 0.041 3.997
H 1.616 0.050 6.097
H -4.626 3.530 0.747
N -0.103 2.979 0.936
H -3.344 -3.030 1.557
P 0.120 -1.850 -1.526
C 4.271 -3.881 -1.598
C -3.388 2.215 -0.359
O 0.277 4.830 2.794
N -0.216 2.371 -0.316
C 1.384 -0.426 5.153
Re -0.299 0.212 -0.353
H -1.785 -0.985 -6.819
H -6.142 -0.407 -0.076
H -0.011 -1.818 6.000
C 0.466 -1.463 5.096
```

* relative energy (zero: lowest compared OMol25 entry of this formula, charge and spin): 18.91 kcal per mole
* energy: -116660.285 eV
* gap between HOMO and LUMO: 6.71 eV
* charge: 0
* E_HOMO: -6.87 eV


# 7
The following is a quantum chemistry calculation of C52H33F5I4N6STl as an isolated structure, from the Open Molecules 2025 dataset.

```
102
C52H33F5I4N6STl (ωB97M-V/def2-TZVPD)
C 10.446 9.482 20.635
N 15.278 8.165 16.465
C 13.418 7.609 15.268
C 23.399 5.657 14.186
H 14.693 9.351 12.615
C 14.099 5.933 11.023
N 19.158 7.908 17.792
H 12.629 10.797 18.429
I 21.560 9.294 25.903
C 19.169 11.256 13.440
C 20.952 7.888 19.231
H 13.955 4.973 10.509
C 20.676 9.215 24.019
C 14.135 8.586 18.693
C 13.622 7.099 10.435
C 14.992 7.254 12.858
N 16.572 8.407 19.140
H 12.023 7.739 16.913
C 19.178 7.279 14.922
C 17.921 6.958 13.056
H 14.431 9.411 21.487
C 14.882 7.744 15.278
C 12.814 8.859 19.334
C 12.187 10.090 19.167
C 18.799 8.476 20.251
H 21.587 7.879 20.092
C 20.268 7.655 17.085
H 10.566 11.403 19.668
H 20.103 6.561 12.975
S 17.467 11.333 17.169
C 14.722 5.985 12.272
C 10.991 10.421 19.793
C 17.078 7.313 14.186
F 15.818 12.173 12.425
C 19.093 8.029 22.694
H 12.573 6.944 20.375
H 15.039 5.029 12.717
C 18.084 11.576 12.639
H 17.071 12.142 19.210
F 20.362 10.900 12.936
C 14.146 8.265 17.336
H 12.924 7.229 14.389
H 21.787 10.744 22.976
C 20.325 7.334 15.683
H 15.134 14.859 21.065
C 16.875 11.925 13.197
C 17.372 12.432 21.319
H 24.479 8.836 14.122
H 19.389 7.688 24.783
C 21.635 7.097 15.051
N 16.644 11.938 20.089
C 19.495 8.799 21.531
H 17.260 14.196 22.464
H 18.264 7.343 22.553
H 10.491 7.514 21.422
C 15.258 9.079 20.890
C 15.710 7.464 14.141
H 22.136 9.200 14.984
F 18.155 11.573 11.318
C 21.053 9.974 22.946
C 22.479 8.193 14.800
C 20.461 9.736 21.714
H 15.772 12.607 20.237
H 13.527 9.237 10.422
C 12.980 7.904 16.525
I 12.820 6.916 8.458
F 19.999 10.934 15.591
N 17.885 7.496 15.316
I 8.732 9.925 21.743
C 23.778 8.043 14.322
C 17.727 11.586 15.409
C 14.538 8.368 12.155
H 14.920 13.631 22.067
C 17.366 8.600 20.219
C 24.201 6.777 14.020
C 18.953 11.258 14.826
I 26.203 6.479 13.612
Tl 17.311 8.870 16.946
C 19.529 8.112 19.139
H 20.810 10.309 20.869
H 16.944 11.806 22.080
C 12.204 7.922 20.165
H 21.470 4.908 14.834
C 22.098 5.815 14.687
F 15.468 12.218 14.999
C 19.709 8.224 23.906
H 16.439 10.935 20.112
C 15.259 8.687 19.534
H 17.404 14.579 20.734
C 16.562 9.064 21.379
C 16.687 11.912 14.543
C 13.839 8.346 10.988
C 21.426 7.691 17.974
N 15.434 13.904 21.258
H 16.975 9.251 22.315
H 17.542 6.774 12.072
C 19.182 6.857 13.519
C 11.003 8.220 20.786
C 16.887 13.890 21.486
H 23.753 4.645 13.950
H 22.426 7.403 17.695
H 18.441 12.288 21.193
```

* relative energy (zero: lowest compared OMol25 entry of this formula, charge and spin): 0.00 kcal per mole
* energy: -124911.538 eV
* gap between HOMO and LUMO (alpha / beta): 5.81 / 5.81 eV
* charge: +1
* E_HOMO (alpha / beta): -9.57 / -9.57 eV


# 8
The following is a quantum chemistry calculation of C6H4 in the gas phase, from the Open Molecules 2025 dataset.

```
10
C6H4 (ωB97M-V/def2-TZVPD)
H -1.014 0.408 3.221
H 0.589 0.480 -2.173
H -0.576 -1.805 -0.612
C 1.129 1.746 0.666
C 0.267 0.715 1.395
C -0.377 0.345 2.391
H -0.710 -1.394 -2.302
C -0.376 -1.155 -1.381
C 0.362 -0.077 -1.162
C 0.705 0.735 -0.043
```

* relative energy (zero: lowest compared OMol25 entry of this formula, charge and spin): 70.47 kcal per mole
* energy: -6279.419 eV
* gap between HOMO and LUMO: 8.45 eV
* charge: 0
* E_HOMO: -8.94 eV


The highest energy belongs to which entry?
C6H4


Which of these has the highest charge?
C13H26NO3P2Sm


Among the records above, which one has the highest energy?
C6H4


What is the charge in the eighth record?
0